The following is a quantum chemistry calculation of a 2-piece molecular cluster, C6H13O2 overall in a non-equilibrium geometry, from OMol25.

XYZ file:
```
21
Properties=species:S:1:pos:R:3:forces:R:3:lowdin_charge:R:1
C 0.470924 2.644777 2.090088 0.158 0.243 1.621 -0.3332
C -0.936162 2.528278 1.540109 0.115 -0.034 -0.849 -0.1199
C 1.572916 2.153231 1.167381 0.358 0.415 -0.872 -0.1182
H 0.687022 3.667123 2.445237 -0.121 -0.062 -0.428 0.0917
H 0.517980 2.108920 3.050581 -0.056 -0.311 -0.314 0.0921
H -1.001121 1.595273 0.987169 -0.189 -0.226 0.044 0.0462
H -1.137977 3.301777 0.795991 -0.046 0.116 0.063 0.0718
H 1.190692 1.564764 0.328561 -0.056 -0.208 0.272 0.0680
H 2.085142 2.990891 0.682449 -0.057 0.063 0.057 0.0627
H -1.733756 2.536656 2.276868 0.066 0.133 0.241 0.0630
H 2.362067 1.585741 1.658340 -0.174 -0.120 0.155 0.0658
C -0.423164 -1.216713 -0.168148 0.639 0.957 0.568 -0.2223
C -0.977336 -2.500156 0.404352 0.004 -0.790 0.197 -0.1402
C 0.056334 -1.378082 -1.650269 0.090 0.164 0.758 -0.7720
O -0.671759 -0.856710 -2.512996 -0.120 0.058 -0.429 -0.0908
O 1.128909 -2.014563 -1.770157 -0.166 -0.026 -0.176 -0.1008
H -1.099925 -0.366656 -0.016302 -0.506 -0.350 -0.540 0.0702
H 0.426468 -0.855314 0.442069 0.160 -0.638 -0.266 0.0850
H -0.368497 -3.362995 0.095323 -0.020 0.306 -0.040 0.0695
H -1.997392 -2.706750 0.073499 -0.036 0.112 -0.131 0.0617
H -0.991183 -2.531585 1.497797 -0.043 0.197 0.070 0.0497
```
Positions in Å, forces in eV/Å.

* DFT total energy: -10529.087 eV
* HOMO level: -3.851 eV
* energy relative to the best compared isomer or geometry (same formula, charge and spin): 0.6175 eV
* LUMO: 3.5 eV
* total charge: -1
* HOMO-LUMO gap: 7.3 eV